1.
{"formula": "C5H14N3", "method": "wB97M-V/def2-TZVPD", "e_above_lowest_kcal_mol": 43.8, "multiplicity": 2, "e_lumo_ev": [-6.908, -11.415], "charge": 2, "energy_ha": -362.464975, "orbital_gap_ev": [12.47, 7.67], "species": ["C", "C", "C", "C", "N", "C", "N", "N", "H", "H", "H", "H", "H", "H", "H", "H", "H", "H", "H", "H", "H", "H"], "positions_angstrom": [[1.6730, 1.4624, 1.9161], [0.4981, 1.3940, 1.0056], [0.6758, 0.6581, -0.3518], [-0.5863, -0.3084, -0.4091], [-1.1581, -3.2629, -0.4242], [-0.9412, -2.4741, -1.4922], [-0.5756, -1.2400, -1.5292], [0.1974, 2.9802, 0.5984], [1.6245, 0.7571, 2.7530], [1.7652, 2.3440, 2.5386], [2.6137, 1.2358, 1.4036], [-0.4431, 1.1833, 1.5179], [0.6103, 1.2862, -1.2306], [1.6580, 0.2112, -0.2533], [-1.3982, 0.3788, -0.6499], [-0.7555, -0.7552, 0.5603], [-0.8327, -3.0636, 0.5194], [-1.2718, -4.2743, -0.4911], [-1.0267, -3.0484, -2.4191], [-0.7479, 3.1377, 0.9528], [0.7957, 3.6288, 1.1105], [0.1548, 3.0255, -0.4150]], "atomic_forces_ev_per_a": [[1.07, -1.22, 1.10], [-0.46, 2.97, -1.06], [-1.30, -1.02, 1.51], [1.10, 0.32, -1.42], [1.06, 0.38, 0.30], [-0.94, -2.79, 0.38], [1.28, 1.42, 1.21], [-1.09, -1.99, 0.96], [-0.27, -0.57, -0.45], [-0.07, 0.70, -0.43], [-0.12, 0.41, 0.07], [0.24, -0.38, -0.03], [0.36, 0.22, -0.08], [-0.08, -0.62, -0.64], [-0.50, -0.08, 0.22], [-0.33, -0.43, 0.21], [-0.24, 0.65, -0.08], [-0.17, 0.14, -0.78], [-0.35, 0.55, -0.16], [-0.01, 0.40, -0.19], [0.36, 0.10, -0.65], [0.47, 0.83, 0.00]], "mulliken_spin": [0.001, -0.005, 0.029, -0.009, 0.338, -0.010, 0.607, 0.002, 0.000, 0.000, 0.000, 0.002, -0.003, 0.000, 0.037, 0.020, -0.009, -0.018, 0.016, 0.000, 0.000, 0.000]}

***

2.
{"formula": "C3H3AgO", "method": "wB97M-V/def2-TZVPD", "e_above_lowest_kcal_mol": 0.0, "multiplicity": 2, "e_lumo_ev": [4.152, 3.978], "charge": -1, "energy_ha": -338.137173, "orbital_gap_ev": [8.42, 8.16], "species": ["C", "C", "C", "H", "H", "H", "O", "Ag"], "positions_angstrom": [[0.1537, -0.8029, 0.9901], [0.2458, -0.2621, 2.4877], [-0.0518, -1.6223, 1.9997], [-0.5517, 0.3858, 2.8900], [1.2360, 0.0001, 2.8983], [-0.2530, -2.6456, 2.3177], [-0.7009, 1.2220, -2.9769], [0.2620, 0.4385, -1.1058]], "atomic_forces_ev_per_a": [[0.16, 0.83, -0.20], [0.02, 0.13, -0.02], [0.17, 0.06, -0.63], [0.21, -0.20, -0.20], [-0.27, -0.13, -0.13], [0.03, 0.35, -0.15], [0.74, -0.29, 0.96], [-1.06, -0.75, 0.37]], "mulliken_spin": [-0.004, 0.000, 0.000, 0.000, 0.000, 0.000, 1.029, -0.025]}

***

3.
{"formula": "C6H14O", "method": "wB97M-V/def2-TZVPD", "e_above_lowest_kcal_mol": 38.4, "smiles": "C=C(CC)CC.O", "multiplicity": 1, "e_lumo_ev": 0.597, "energy_ha": -312.193878, "orbital_gap_ev": 9.85, "species": ["C", "C", "C", "C", "C", "C", "H", "H", "H", "H", "H", "H", "H", "H", "H", "H", "H", "H", "O", "H", "H"], "positions_angstrom": [[-0.6341, -0.5190, 1.8887], [0.1120, 0.3490, 1.2196], [-0.4215, 1.7918, 1.1687], [-1.6812, 1.8656, 0.2720], [1.4322, 0.1232, 0.4676], [2.1563, -1.1682, 0.7492], [-1.5325, -0.0990, 2.3569], [-0.3788, -1.5351, 2.1279], [0.3088, 2.3761, 0.5932], [-0.5856, 2.1546, 2.1774], [-1.8271, 2.8765, -0.1002], [-2.5361, 1.3479, 0.7075], [-1.5478, 1.2921, -0.6248], [2.0592, 0.9944, 0.8782], [1.2498, 0.3786, -0.6010], [1.8816, -1.7523, 1.6279], [3.2362, -0.8771, 0.8268], [1.8261, -1.9094, -0.0270], [-1.3389, -2.6517, -5.4899], [-0.5852, -2.0674, -5.6262], [-1.1934, -2.9706, -4.5925]], "atomic_forces_ev_per_a": [[-0.04, 0.44, 0.50], [-0.08, 0.54, -0.36], [0.13, -0.92, -1.84], [0.30, -0.31, 0.35], [-0.70, 2.17, 1.90], [0.19, -0.81, -1.09], [0.23, -0.47, -0.04], [0.05, -0.32, -0.25], [0.12, 0.25, 0.76], [0.04, 0.33, -0.04], [-0.64, 0.17, 0.48], [-0.26, 0.70, 0.30], [0.60, -0.44, -0.62], [-0.60, -1.10, -0.77], [0.31, -0.46, 0.55], [-0.11, 0.83, 0.55], [-0.77, -1.17, -0.53], [1.24, 0.58, 0.15], [0.25, 0.07, 0.21], [-0.08, 0.03, -0.18], [-0.17, -0.10, -0.03]], "nbo_charge": [-0.449, 0.060, -0.439, -0.602, -0.441, -0.629, 0.192, 0.199, 0.199, 0.217, 0.209, 0.208, 0.202, 0.203, 0.220, 0.218, 0.222, 0.212, -0.931, 0.465, 0.466]}

***

4.
{"formula": "C5H7NO", "method": "wB97M-V/def2-TZVPD", "e_above_lowest_kcal_mol": 127.8, "multiplicity": 1, "e_lumo_ev": -0.111, "energy_ha": -324.520824, "orbital_gap_ev": 7.83, "species": ["O", "C", "C", "C", "C", "C", "N", "H", "H", "H", "H", "H", "H", "H"], "positions_angstrom": [[-0.0760, -2.9351, 0.5978], [-0.5555, -1.9009, 1.4704], [-0.2371, -0.4675, 1.1856], [0.4427, -0.3019, -0.0500], [0.8028, 0.9599, -0.4373], [1.1306, 1.9172, -1.5069], [1.0024, 2.2298, -0.0726], [-0.5214, -2.8384, -0.2542], [-1.6423, -2.0256, 1.6476], [-0.0889, -2.0999, 2.4487], [0.6628, -1.1158, -0.7559], [0.2956, 2.2030, -2.1524], [2.1232, 1.9817, -1.9609], [0.3664, 2.8676, 0.3979]], "atomic_forces_ev_per_a": [[-0.20, 0.09, -0.14], [-0.02, 0.22, 0.22], [0.32, -0.42, -0.50], [-0.22, 0.15, 0.26], [0.01, 0.22, 0.00], [-0.03, -0.03, -0.23], [-0.14, -0.41, 0.08], [0.06, -0.09, 0.21], [0.31, 0.22, -0.06], [-0.07, 0.00, -0.18], [-0.07, 0.39, 0.13], [0.23, -0.18, 0.04], [-0.26, 0.11, 0.34], [0.07, -0.27, -0.16]], "nbo_charge": [-0.732, -0.227, -0.021, -0.503, 0.387, -0.270, -0.542, 0.457, 0.200, 0.224, 0.201, 0.201, 0.210, 0.416]}

***

5.
{"formula": "C28H85ClF3NO17P", "method": "wB97M-V/def2-TZVPD", "multiplicity": 1, "e_lumo_ev": -3.713, "charge": 1, "energy_ha": -3552.283203, "orbital_gap_ev": 7.58, "species": ["C", "C", "C", "Cl", "C", "C", "O", "C", "F", "F", "F", "C", "N", "C", "C", "P", "C", "C", "C", "H", "H", "H", "H", "H", "H", "H", "H", "H", "H", "H", "H", "H", "H", "H", "H", "H", "H", "H", "H", "H", "C", "O", "H", "H", "H", "H", "C", "O", "H", "H", "H", "H", "C", "O", "H", "H", "H", "H", "C", "O", "H", "H", "H", "H", "C", "O", "H", "H", "H", "H", "C", "O", "H", "H", "H", "H", "C", "O", "H", "H", "H", "H", "C", "O", "H", "H", "H", "H", "C", "O", "H", "H", "H", "H", "C", "O", "H", "H", "H", "H", "C", "O", "H", "H", "H", "H", "C", "O", "H", "H", "H", "H", "C", "O", "H", "H", "H", "H", "C", "O", "H", "H", "H", "H", "C", "O", "H", "H", "H", "H", "C", "O", "H", "H", "H", "H"], "positions_angstrom": [[-2.6719, 1.1589, -0.8797], [-1.4308, 1.4161, -0.0310], [-0.7008, 0.1540, 0.4161], [-1.8183, -1.0539, 1.1553], [0.4791, 0.3726, 1.4059], [-0.0593, 0.5498, 2.8263], [0.9247, 1.2779, 3.5787], [0.6291, 1.5142, 4.8781], [-0.6921, 1.5197, 5.1208], [1.1727, 0.5723, 5.6709], [1.1294, 2.6931, 5.2312], [1.4092, -0.8655, 1.2159], [2.0606, -0.4451, -0.0500], [2.1026, 0.8340, -0.2133], [1.4994, 1.4790, 0.9915], [1.0141, 3.2913, 1.0265], [2.4278, 3.9614, 1.9878], [1.3054, 3.9240, -0.6804], [-0.0047, 4.3831, -1.3591], [-3.3291, 0.4005, -0.4613], [-3.2577, 2.0755, -0.9590], [-2.4039, 0.8844, -1.9015], [-1.6357, 2.0764, 0.8113], [-0.7100, 1.9356, -0.6734], [-0.3532, -0.3402, -0.4919], [-0.9999, 1.0965, 2.7805], [-0.2125, -0.4185, 3.3027], [2.1186, -1.0206, 2.0284], [0.8268, -1.7358, 0.9202], [2.4046, -1.1347, -0.7080], [2.5026, 1.3410, -1.0890], [2.3355, 1.3907, 1.7036], [3.3786, 3.8104, 1.4706], [2.2550, 5.0109, 2.2086], [2.4822, 3.4075, 2.9268], [1.8524, 3.2025, -1.2791], [1.9465, 4.7990, -0.5533], [-0.3218, 3.6557, -2.1061], [-0.7923, 4.4545, -0.6064], [0.1305, 5.3724, -1.7908], [5.1005, 3.5348, -1.6474], [4.0894, 2.5304, -1.7659], [5.2057, 3.7697, -0.5912], [6.0578, 3.1731, -2.0258], [4.8166, 4.4419, -2.1841], [3.9881, 2.3101, -2.6972], [1.3793, 7.0398, -4.1209], [1.1909, 7.0142, -2.7084], [1.3436, 6.0102, -4.4703], [0.5886, 7.6064, -4.6173], [2.3487, 7.4685, -4.3853], [1.2152, 7.9181, -2.3835], [-2.0414, -3.0858, 4.9503], [-2.8962, -3.6602, 3.9599], [-2.1834, -3.6496, 5.8672], [-0.9900, -3.1529, 4.6545], [-2.3026, -2.0416, 5.1368], [-2.7788, -3.1648, 3.1453], [-4.5064, 5.0811, -1.5996], [-3.6187, 4.6246, -0.5731], [-5.4449, 4.5468, -1.4843], [-4.6937, 6.1518, -1.5028], [-4.1028, 4.8779, -2.5919], [-2.7911, 5.0990, -0.6782], [3.4826, -0.3900, -4.3994], [2.9054, 0.4388, -3.3761], [3.7306, 0.2490, -5.2408], [4.3891, -0.8761, -4.0356], [2.7636, -1.1464, -4.7179], [2.6829, -0.1378, -2.6467], [0.6997, 7.7314, 2.0216], [0.0471, 7.2984, 0.8310], [1.6244, 8.2201, 1.7251], [0.0862, 8.4459, 2.5742], [0.9377, 6.8885, 2.6768], [-0.7743, 6.8712, 1.0887], [-4.6141, -0.7686, -3.6391], [-4.7111, 0.6379, -3.4193], [-4.4173, -1.2363, -2.6759], [-5.5385, -1.1765, -4.0486], [-3.7911, -1.0039, -4.3213], [-4.8886, 1.0501, -4.2681], [1.8284, -4.5646, 0.7221], [2.2260, -3.8751, -0.4752], [0.7919, -4.8706, 0.6157], [2.4533, -5.4444, 0.8710], [1.9216, -3.9005, 1.5867], [3.1485, -3.6304, -0.3588], [-0.2344, 0.0112, 9.0452], [-1.2411, -0.3339, 8.0980], [-0.3371, -0.6581, 9.8950], [0.7624, -0.1147, 8.6136], [-0.3571, 1.0406, 9.3905], [-1.1541, 0.2599, 7.3488], [3.9750, -8.5331, -0.1184], [3.8588, -7.1146, 0.0575], [4.2050, -8.9642, 0.8520], [3.0328, -8.9512, -0.4796], [4.7739, -8.7717, -0.8200], [3.6557, -6.7420, -0.8046], [-2.1746, -6.1714, 1.5108], [-2.1949, -6.3728, 2.9103], [-2.0375, -7.1415, 1.0384], [-3.1152, -5.7403, 1.1522], [-1.3464, -5.5188, 1.2082], [-2.3153, -5.5106, 3.3276], [0.9421, -3.3010, 10.9083], [1.1627, -2.6648, 12.1620], [1.6125, -4.1547, 10.8572], [-0.0893, -3.6534, 10.8251], [1.1679, -2.6246, 10.0793], [0.5734, -1.9099, 12.2256], [7.0204, -9.0677, -3.7133], [6.4967, -8.7019, -2.4382], [6.4368, -9.9108, -4.0722], [6.9333, -8.2467, -4.4294], [8.0676, -9.3690, -3.6394], [7.0106, -7.9593, -2.1117], [-5.8503, 5.1036, -5.4617], [-5.8023, 5.9540, -4.3211], [-5.1134, 4.3181, -5.3085], [-6.8352, 4.6447, -5.5761], [-5.5991, 5.6472, -6.3757], [-6.4502, 6.6518, -4.4456], [-0.1461, -2.0712, -5.5909], [-0.0046, -0.7774, -6.1665], [-0.6530, -2.7114, -6.3070], [0.8313, -2.5108, -5.3669], [-0.7452, -2.0241, -4.6766], [0.4389, -0.2228, -5.5200], [-6.8995, -3.7693, -6.0044], [-7.1458, -2.5670, -5.2798], [-6.4112, -3.4909, -6.9346], [-6.2420, -4.4425, -5.4481], [-7.8308, -4.2898, -6.2383], [-7.5836, -2.8054, -4.4586]], "atomic_forces_ev_per_a": [[-0.09, 0.35, -0.14], [-0.01, -0.24, -0.06], [-0.08, 0.55, -0.09], [-0.03, -0.09, 0.03], [0.35, -0.68, 0.30], [0.29, -0.10, -0.17], [-0.20, 0.23, 0.11], [0.11, -0.13, 0.09], [0.16, 0.03, -0.02], [-0.14, 0.16, -0.09], [0.01, -0.16, -0.04], [-1.10, 0.44, -0.99], [0.75, 0.23, -0.12], [-0.40, -0.21, 0.66], [0.17, 0.13, -0.75], [-0.63, 0.32, 0.47], [0.27, -0.70, -0.19], [-0.28, 0.21, 0.10], [0.17, -0.19, 0.34], [0.06, -0.05, 0.02], [0.09, 0.02, 0.02], [-0.04, -0.20, 0.06], [-0.11, -0.07, 0.04], [0.01, 0.15, 0.16], [0.06, -0.10, 0.10], [0.07, 0.05, 0.17], [-0.17, 0.02, -0.04], [0.10, -0.10, -0.14], [0.17, -0.35, 0.67], [0.02, -0.07, 0.06], [0.27, -0.21, 0.12], [-0.14, 0.15, 0.19], [0.04, 0.26, -0.01], [0.06, 0.06, -0.10], [-0.09, 0.15, 0.07], [0.11, 0.23, -0.15], [0.12, -0.09, -0.02], [-0.12, 0.17, -0.13], [-0.07, -0.04, -0.06], [-0.04, -0.18, -0.21], [-0.10, -0.02, -0.03], [0.19, 0.05, 0.04], [0.00, 0.00, 0.01], [0.01, 0.02, 0.02], [0.01, 0.01, 0.03], [-0.06, -0.18, -0.05], [-0.02, 0.10, 0.14], [0.12, 0.02, -0.16], [-0.01, -0.01, 0.01], [0.01, -0.02, -0.04], [0.00, -0.02, -0.05], [-0.05, 0.01, 0.09], [-0.05, 0.04, -0.12], [0.23, -0.08, 0.02], [-0.01, -0.01, 0.01], [0.01, -0.01, 0.04], [0.01, -0.01, 0.05], [-0.09, 0.08, -0.06], [0.19, 0.02, 0.09], [-0.07, -0.07, 0.01], [0.01, -0.03, 0.02], [-0.06, 0.00, -0.07], [-0.05, 0.02, -0.03], [0.03, 0.04, -0.03], [-0.10, -0.07, 0.15], [0.06, 0.12, -0.26], [-0.03, 0.04, 0.01], [0.03, 0.00, -0.07], [0.07, -0.01, -0.11], [-0.05, -0.15, 0.01], [-0.14, -0.03, -0.08], [0.15, -0.10, 0.07], [0.01, 0.00, -0.02], [0.04, 0.02, 0.03], [0.02, 0.03, 0.04], [-0.07, 0.02, -0.03], [-0.03, 0.14, -0.06], [0.11, -0.12, 0.05], [0.02, 0.04, 0.03], [0.02, -0.05, -0.02], [0.01, -0.06, 0.02], [-0.07, 0.06, -0.01], [0.26, 0.04, 0.10], [-0.09, 0.46, 0.00], [-0.01, 0.06, -0.13], [-0.09, -0.05, 0.08], [-0.09, -0.09, 0.07], [0.12, -0.27, -0.05], [-0.08, 0.08, -0.27], [0.05, -0.09, 0.10], [-0.05, -0.03, -0.02], [0.05, 0.03, 0.11], [0.07, -0.01, 0.06], [-0.04, 0.04, -0.03], [-0.03, 0.12, -0.07], [0.01, 0.00, -0.01], [-0.01, 0.04, 0.03], [0.02, -0.07, 0.04], [-0.02, -0.08, 0.02], [0.01, 0.00, -0.05], [-0.06, 0.02, 0.21], [0.18, 0.00, -0.15], [0.01, -0.01, -0.02], [0.02, 0.00, -0.06], [-0.02, 0.00, -0.07], [-0.21, 0.03, 0.15], [-0.07, 0.18, 0.20], [0.09, -0.08, -0.09], [0.01, -0.01, 0.02], [0.02, -0.04, -0.11], [-0.02, -0.08, -0.07], [-0.04, 0.02, 0.05], [0.02, 0.08, 0.12], [0.00, 0.02, -0.15], [-0.01, -0.01, 0.01], [0.00, -0.03, -0.04], [0.00, -0.03, -0.04], [0.03, 0.00, 0.07], [-0.07, 0.13, 0.08], [0.03, -0.08, -0.08], [0.02, 0.00, 0.01], [0.02, -0.04, -0.03], [0.01, -0.04, -0.02], [-0.02, 0.05, 0.04], [0.07, 0.23, 0.11], [0.01, -0.17, 0.01], [-0.01, 0.06, -0.07], [-0.05, -0.10, 0.03], [0.00, -0.13, 0.01], [-0.02, 0.13, -0.04], [-0.06, 0.07, 0.11], [0.06, -0.10, -0.05], [0.00, 0.02, -0.01], [0.01, -0.03, -0.04], [0.02, -0.03, -0.04], [-0.07, 0.04, 0.02]], "lowdin_charge": [-0.094, -0.268, -0.579, 0.731, -0.405, -0.129, 0.015, -0.698, 0.167, 0.166, 0.188, -0.047, 0.115, 0.040, -0.323, 1.014, -0.257, -0.381, -0.147, 0.050, 0.069, 0.077, 0.103, 0.084, 0.110, 0.131, 0.125, 0.157, 0.108, 0.157, 0.106, 0.139, 0.041, 0.026, 0.028, 0.040, 0.081, 0.072, 0.031, 0.045, -0.114, -0.170, 0.075, 0.084, 0.085, 0.063, -0.143, -0.145, 0.076, 0.080, 0.077, 0.082, -0.130, -0.130, 0.088, 0.076, 0.076, 0.048, -0.145, -0.142, 0.083, 0.079, 0.066, 0.040, -0.100, -0.133, 0.092, 0.087, 0.066, 0.035, -0.152, -0.132, 0.081, 0.081, 0.061, 0.070, -0.145, -0.132, 0.074, 0.056, 0.074, 0.072, -0.123, -0.142, 0.067, 0.064, 0.070, 0.069, -0.150, -0.122, 0.063, 0.074, 0.082, 0.044, -0.130, -0.147, 0.081, 0.080, 0.052, 0.066, -0.167, -0.119, 0.079, 0.078, 0.050, 0.031, -0.165, -0.120, 0.078, 0.079, 0.061, 0.064, -0.149, -0.137, 0.080, 0.075, 0.078, 0.074, -0.151, -0.132, 0.070, 0.078, 0.077, 0.078, -0.159, -0.120, 0.082, 0.063, 0.072, 0.056, -0.153, -0.137, 0.077, 0.075, 0.077, 0.074]}

***

6.
{"formula": "C4H11N2O", "method": "wB97M-V/def2-TZVPD", "e_above_lowest_kcal_mol": 103.3, "multiplicity": 1, "e_lumo_ev": -5.813, "charge": 1, "energy_ha": -343.399538, "orbital_gap_ev": 7.64, "species": ["N", "C", "C", "C", "N", "C", "O", "H", "H", "H", "H", "H", "H", "H", "H", "H", "H", "H"], "positions_angstrom": [[-0.7508, -2.2280, -0.4134], [-0.5861, -0.2297, -0.0879], [-1.6249, 0.0108, 1.0620], [0.8399, -0.1126, 0.3961], [1.7299, 0.5829, -0.5714], [1.4646, 2.0515, -0.6315], [1.1582, -0.3230, 1.6011], [-1.7372, -2.3653, -0.6273], [-0.2817, -2.3948, -1.2934], [-0.5986, -2.9987, 0.1184], [-0.8531, 0.0947, -1.1478], [-1.3003, 0.8437, 1.7544], [-2.6824, 0.2668, 0.6299], [-1.7667, -0.8337, 1.6606], [2.6144, 0.0936, -0.5759], [1.6144, 2.4248, 0.3786], [0.4932, 2.4154, -1.0712], [2.2672, 2.7016, -1.1813]], "atomic_forces_ev_per_a": [[-1.43, 4.18, -2.83], [-1.91, -1.65, 1.22], [-1.19, 2.27, -2.36], [3.05, 2.23, 2.40], [-2.83, -1.90, 0.73], [2.01, 1.45, -0.45], [-1.38, -0.16, -4.78], [-0.27, 0.57, -0.20], [0.35, 0.08, -0.31], [1.52, -2.40, 3.09], [0.61, -0.59, 1.55], [-0.14, -0.84, -1.01], [2.07, -0.33, 0.66], [0.17, -1.39, 0.95], [0.52, 1.21, 0.16], [-0.61, 0.26, 0.23], [0.72, -1.06, 0.47], [-1.24, -1.92, 0.47]], "nbo_charge": [-0.802, 0.122, -0.694, 0.574, -0.697, -0.453, -0.451, 0.410, 0.414, 0.414, 0.262, 0.287, 0.248, 0.258, 0.423, 0.208, 0.218, 0.258]}